1.
The following is a DFT calculation (ωB97M-V/def2-TZVPD) of a molecular structure, C2HBiO3.

```
7
Properties=species:S:1:pos:R:3:forces:R:3:lowdin_spin:R:1
O 0.5125 -1.2725 0.1620 -0.2 1.3 -1.3 0.135
H 1.2337 -1.8311 -0.2153 0.0 -0.8 0.3 0.003
O -0.1959 0.8805 -0.0922 -0.5 1.2 -0.5 0.075
O -1.4051 0.3424 0.3457 -0.9 -0.4 0.3 -0.008
C 0.6774 -0.0469 -0.2520 2.0 -2.1 1.8 0.204
C 2.0819 0.2941 -0.2196 1.0 0.3 -0.7 0.562
Bi -2.9046 1.6335 0.2714 -1.2 0.5 0.2 0.028
```
Forces are in eV/Å.

Properties
- Charge: +3
- E_LUMO (spin up / spin down): -19.145 / -19.141 eV
- Highest occupied orbital energy (spin up / spin down): -24.08 / -25.27 eV
- ⟨S²⟩: 0.7546
- 2S+1: 2



2.
The following is a DFT calculation (ωB97M-V/def2-TZVPD) of a gas-phase ion, C3HF5NO (charge -1).

```
11
Properties=species:S:1:pos:R:3:forces:R:3:nbo_charge:R:1
O -0.9843 2.3585 -0.6425 0.4 0.4 -0.4 -0.708
N -0.8557 1.1986 -0.0491 0.3 -0.5 0.7 -0.082
C 0.3077 0.1246 -0.3547 1.8 -0.3 -1.4 -0.363
C -0.1219 -1.3576 -0.5216 2.1 0.9 0.1 0.969
F 0.7643 -2.2765 -0.0135 0.6 0.4 0.9 -0.368
F -1.2377 -1.6023 0.1305 -1.0 -0.2 -0.6 -0.306
F -0.1137 -1.7967 -1.8155 -1.3 0.8 -0.1 -0.349
C 0.1333 0.8800 0.8875 -0.2 -0.3 0.3 0.718
F -0.3666 0.2786 2.0365 0.6 0.4 -0.2 -0.362
F 1.2029 1.6771 1.2884 -1.2 -0.4 -0.4 -0.353
H 1.2717 0.5158 -0.9461 -2.2 -1.2 1.1 0.205
```
Forces are in eV/Å.

Properties
- Charge: -1
- E_LUMO: 4.064 eV
- Highest occupied orbital energy: -2.93 eV
- SMILES: [O-]N1[C@H](C(F)(F)F)C1(F)F
- 2S+1: 1



Computed values of ΔE to the lowest compared entry with this formula, charge and spin (unit: kcal/mol) for the preceding records, in sequence: 142.0 15.9.
Computed values of E (unit: eV) for the preceding records, in sequence: -14023.2981 -20250.2428.